1.
Entry from OMol25: a molecular structure, C28H23BrN3O6Os (ωB97M-V with the def2-TZVPD basis set).

Its HOMO-LUMO gap (alpha / beta) is 0.2458 / 0.1968 hartree. The HOMO energy (alpha / beta) is -10.8 / -10.8 eV. For the total energy, the calculation gives -4360.9310 Ha. The relative energy (zero: lowest compared OMol25 entry of this formula, charge and spin) comes out at 3.7 kcal/mol. For the LUMO energy (alpha / beta), the calculation gives -0.152 / -0.201 Eh. The molar mass comes out at 767.6 g mol⁻¹. The spin multiplicity is 5. As for the expectation value of S²: 6.0197. The total charge is +1.

Last column: Löwdin spin population.
Element x y z (Å)
Os -0.8530 1.0448 -0.4602  2.9831
O -3.9793 -1.4364 0.4352  0.0051
C -3.9539 -2.4004 -0.5319  0.0000
C -4.9918 -3.3214 -0.5070  0.0001
C -5.0523 -4.3388 -1.4413  -0.0002
C -4.0779 -4.4517 -2.4262  -0.0001
C -3.0466 -3.5369 -2.4494  -0.0001
C -2.9604 -2.5120 -1.5062  0.0008
C -1.7413 -1.6362 -1.5780  0.0298
O -1.9869 -0.3023 -1.0951  0.2786
N -0.6674 -2.2277 -0.8437  0.0025
N 0.4317 -1.4523 -0.7299  0.0441
C 1.3704 -1.8100 0.0499  0.0368
C 2.5977 -1.0372 0.1912  -0.0011
Br 2.6755 0.5796 -0.8207  0.0401
C 3.6397 -1.3238 0.9680  0.0205
C 3.8878 -2.5761 1.7098  0.0015
C 4.5739 -2.4979 2.9202  0.0025
C 4.8368 -3.6387 3.6612  -0.0003
C 4.4481 -4.8816 3.1817  0.0026
C 3.8050 -4.9770 1.9558  -0.0001
C 3.5260 -3.8325 1.2244  0.0022
H -3.3111 -0.7673 0.2400  0.0007
H -5.7441 -3.2155 0.2651  0.0000
H -5.8714 -5.0460 -1.4056  0.0000
H -4.1260 -5.2414 -3.1638  0.0000
H -2.2782 -3.6099 -3.2131  0.0001
H -1.4294 -1.5483 -2.6198  0.0074
H -0.8653 -2.9738 -0.1915  0.0010
H 1.2798 -2.7051 0.6608  0.0031
H 4.3978 -0.5562 1.0786  0.0011
H 4.8872 -1.5282 3.2914  0.0001
H 5.3523 -3.5595 4.6098  -0.0001
H 4.6661 -5.7763 3.7512  0.0001
H 3.5368 -5.9480 1.5587  -0.0001
H 3.0758 -3.9238 0.2441  0.0001
O -0.7692 1.2255 3.4956  0.0346
C -0.6061 1.3911 2.3314  0.0146
O -0.7707 0.4397 1.3857  0.1597
C -0.1326 2.6978 1.7586  0.0224
C 0.1381 3.7815 2.5774  -0.0015
C 0.6796 4.8986 2.0068  0.0246
C 0.9809 4.9180 0.6301  -0.0021
C 1.5806 6.0444 0.0177  0.0062
C 1.8480 6.0431 -1.3167  -0.0035
C 1.5611 4.8965 -2.0913  0.0069
C 0.9982 3.7859 -1.5289  0.0008
C 0.6683 3.7886 -0.1583  0.0073
N 0.0705 2.6947 0.4420  0.0026
H -0.0873 3.6960 3.6309  -0.0003
H 0.9061 5.7720 2.6079  0.0011
H 1.8286 6.8995 0.6349  0.0002
H 2.2918 6.9107 -1.7861  -0.0003
H 1.7967 4.8956 -3.1473  0.0004
H 0.8169 2.9080 -2.1280  0.0018
C -3.2020 3.4007 -2.7700  0.0050
C -2.4247 2.6207 -1.7776  0.0225
O -2.7628 2.4679 -0.5898  0.1559
O -1.3053 2.0469 -2.1610  0.0768
H -4.0451 3.8807 -2.2846  0.0009
H -3.5560 2.7224 -3.5486  0.0010
H -2.5557 4.1395 -3.2441  0.0008

=====

2.
Entry from OMol25: 5 unconnected molecules or ions with the total composition C12H12F5O12 (ωB97M-V with the def2-TZVPD basis set).

Its HOMO-LUMO gap is 0.3586 hartree. The HOMO energy is -7.1 eV. For the total energy, the calculation gives -1866.7096 Ha. The relative energy (zero: lowest compared OMol25 entry of this formula, charge and spin) comes out at 27.6 kcal/mol. For the LUMO energy, the calculation gives 0.099 Eh. The molar mass comes out at 443.2 g mol⁻¹. The total charge is -1.

Last column: natural (NBO) charge in e.
Element x y z (Å)
F -0.0952 -0.0864 -0.0075  -0.9681
C 0.8879 -2.9046 -1.2393  -0.1429
C -0.5379 -3.1885 -0.7316  0.4511
O -0.4652 -4.4500 -0.1468  -0.4906
C 0.7329 -4.7736 0.1691  0.9851
O 1.1204 -5.7365 0.7031  -0.5596
O 1.6003 -3.7737 -0.4383  -0.5322
F -1.4786 -3.0606 -1.8150  -0.3512
H 1.2037 -1.8666 -1.0699  0.2418
H 1.2766 -3.2366 -2.0905  0.1892
H -0.7480 -2.7072 0.2255  0.2036
C -0.9220 0.5901 -2.9234  -0.1150
C -2.1634 0.6868 -2.1191  0.4093
O -3.1582 0.4625 -3.0282  -0.5167
C -2.6314 0.2894 -4.3500  0.9800
O -3.3168 0.1964 -5.3273  -0.5802
O -1.3247 0.4490 -4.2869  -0.4861
F -2.3022 1.9011 -1.5896  -0.3352
H -0.3527 -0.3317 -2.6841  0.2214
H -0.1656 1.5637 -2.9033  0.2172
H -2.1102 -0.1155 -1.3827  0.1954
C -1.5513 0.3462 2.7610  -0.1382
C -0.1576 0.7430 3.2569  0.4471
O 0.1167 -0.2574 4.0903  -0.4860
C -0.7338 -1.3040 3.9263  0.9769
O -0.5912 -2.4556 4.4124  -0.6073
O -1.6675 -0.9772 3.1360  -0.4393
F -0.1351 1.9470 4.0080  -0.3668
H -1.5549 0.5184 1.7960  0.2384
H -2.3432 1.0108 3.0780  0.1894
H 0.5881 0.8375 2.3952  0.1801
C 1.2988 3.2570 0.3855  -0.1359
C 2.3489 2.2174 -0.2165  0.4083
O 3.4493 2.4716 0.4909  -0.4728
C 3.3721 3.4915 1.2628  0.9760
O 4.2774 3.9794 1.9447  -0.6011
O 2.0934 3.8917 1.3081  -0.4957
F 2.5151 2.4416 -1.5610  -0.3468
H 0.5392 2.6597 0.9731  0.2300
H 1.2187 3.9889 -0.4386  0.2112
H 1.8671 1.2849 0.0267  0.2162

=====

3.
Entry from OMol25: a molecular structure, C10H45O13 (ωB97M-V with the def2-TZVPD basis set).

Its HOMO-LUMO gap is 0.2230 hartree. The HOMO energy is -4.2 eV. For the total energy, the calculation gives -1385.5971 Ha. For the LUMO energy, the calculation gives 0.067 Eh. The molar mass comes out at 373.5 g mol⁻¹. The total charge is -1.

Last column: natural (NBO) charge in e.
Element x y z (Å)
C 0.9034 0.3166 -0.2322  -0.6931
C -0.4495 0.4375 0.4363  -0.1135
O -1.3036 1.2852 -0.3408  -0.8125
H 1.4530 1.2489 -0.3622  0.2314
H 0.7574 0.0232 -1.2718  0.2192
H 1.5708 -0.3897 0.2615  0.2062
H -0.2402 0.7873 1.4472  0.1804
H -0.8438 -0.5710 0.5610  0.1904
O -0.9591 1.9971 -2.2800  -0.9810
H -0.8773 1.3949 -1.5405  0.4366
H -1.5286 2.6961 -1.9585  0.4410
O -3.4975 0.6006 -0.5167  -0.9573
H -2.5969 0.8479 -0.3072  0.4649
H -3.5780 -0.3003 -0.2034  0.4311
O -2.0470 2.6116 1.1797  -1.0817
H -1.6706 2.1523 0.4290  0.4406
H -1.6751 2.1693 1.9428  0.4459
O 0.2918 3.1736 -0.5603  -0.9564
H 0.0674 2.3225 -0.1841  0.5231
H -0.5148 3.4698 -0.9819  0.4978
O 1.9135 3.3175 0.9231  -1.0032
H 1.1591 3.2171 0.3425  0.4582
H 1.7933 4.1773 1.3262  0.4469
O -1.0664 1.5455 2.9388  -0.9013
H -1.6260 1.4705 3.7117  0.4546
H -0.5127 0.7652 2.9667  0.4981
O 3.2575 -1.0817 1.3693  -0.9692
H 3.8230 -1.7757 1.7080  0.4443
H 2.5528 -1.5455 0.9172  0.4553
O 1.8620 -2.2962 0.0205  -0.8898
H 2.0000 -3.2425 -0.0191  0.5075
H 2.4062 -1.9446 -0.6841  0.5173
C 1.3895 -0.9486 3.1967  -0.6260
C 0.2152 -1.2275 4.1914  -0.0724
O -0.4729 -0.0169 4.1809  -0.7288
H 0.9149 -0.6880 2.2507  0.2127
H 2.1446 -1.7345 3.2143  0.2140
H 1.9082 -0.0410 3.5056  0.2334
H 0.6141 -1.4722 5.1758  0.1548
H -0.3579 -2.0829 3.8336  0.1562
H -1.1443 0.0441 4.8643  0.4836
C -0.7085 -1.7541 -2.8916  -0.6082
C -1.6270 -0.6402 -3.1055  -0.0839
O -2.0890 -0.1146 -1.8905  -0.7438
H -0.4011 -2.0162 -3.9039  0.1798
H -1.2575 -2.5902 -2.4584  0.2202
H 0.1792 -1.4961 -2.3141  0.1755
H -2.5163 -0.7142 -3.7314  0.1680
H -1.1095 0.1748 -3.6116  0.1603
H -1.4444 0.4205 -1.4218  0.4516
C -1.9079 -3.6748 1.1924  -0.6316
C -0.5966 -2.9450 0.9632  -0.0646
O -0.3999 -2.6665 -0.4162  -0.7550
H -2.2000 -3.8311 2.2308  0.2024
H -1.7780 -4.6399 0.7026  0.2001
H -2.7496 -3.2579 0.6394  0.2292
H 0.2449 -3.5729 1.2560  0.1195
H -0.5057 -2.0779 1.6174  0.1600
H 0.4260 -2.1775 -0.3973  0.4870
C 1.5008 0.9978 -2.8068  -0.6591
C 1.9323 2.4875 -3.0120  -0.0714
O 1.6572 2.9199 -4.3702  -0.7577
H 1.7349 0.7029 -1.7839  0.2070
H 1.9572 0.2200 -3.4190  0.1810
H 0.4409 0.7632 -2.9052  0.2310
H 3.0032 2.6173 -2.8558  0.1586
H 1.4676 3.1255 -2.2602  0.2150
H 0.7118 3.0271 -4.4983  0.4700

=====

4.
Entry from OMol25: 2 unconnected molecules or ions with the total composition C5H14OS (ωB97M-V with the def2-TZVPD basis set).

Its HOMO-LUMO gap is 0.3345 hartree. The HOMO energy is -8.4 eV. For the total energy, the calculation gives -672.3197 Ha. Its SMILES is CCCCSC.O. The relative energy (zero: lowest compared OMol25 entry of this formula, charge and spin) comes out at 0.0 kcal/mol. For the LUMO energy, the calculation gives 0.025 Eh. The molar mass comes out at 122.2 g mol⁻¹.

Last column: natural (NBO) charge in e.
Element x y z (Å)
C 0.3630 -1.6711 1.5556  -0.6187
C -0.9639 -0.9909 1.1766  -0.4086
C -0.9944 -0.5449 -0.2671  -0.4100
C 0.1652 0.3868 -0.6667  -0.5414
S 0.4522 1.7717 0.4526  0.1905
C -1.0642 2.7168 0.1964  -0.7509
H 0.7962 -2.1426 0.6748  0.2049
H 1.0746 -0.9319 1.9412  0.2089
H 0.2348 -2.4293 2.3166  0.2104
H -1.1225 -0.1476 1.8608  0.2072
H -1.7856 -1.6872 1.3725  0.2035
H -1.8919 0.0353 -0.5068  0.1986
H -0.9160 -1.4058 -0.9346  0.2132
H 1.1079 -0.1727 -0.7012  0.2263
H 0.0698 0.7018 -1.7083  0.2102
H -1.0814 3.1640 -0.7927  0.2120
H -1.1130 3.4887 0.9632  0.2313
H -1.9470 2.0918 0.3337  0.2111
O 1.3529 -2.9657 -2.5091  -0.9387
H 2.2622 -3.2702 -2.5737  0.4711
H 1.3032 -2.1923 -3.0855  0.4692

=====

5.
Entry from OMol25: 2 unconnected molecules or ions with the total composition C3H7NO (ωB97M-V with the def2-TZVPD basis set).

Its HOMO-LUMO gap is 0.3768 hartree. The HOMO energy is -9.3 eV. For the total energy, the calculation gives -248.4200 Ha. Its SMILES is C=CO.C=N. The relative energy (zero: lowest compared OMol25 entry of this formula, charge and spin) comes out at 66.9 kcal/mol. For the LUMO energy, the calculation gives 0.034 Eh. The molar mass comes out at 73.1 g mol⁻¹.

Last column: natural (NBO) charge in e.
Element x y z (Å)
C -2.3602 -3.7346 3.0834  -0.4924
C -3.1148 -2.6570 2.8858  0.1379
O -3.8624 -2.4827 1.7541  -0.6980
H -1.9887 -3.7412 4.1054  0.1991
H -2.3357 -4.6570 2.5298  0.2134
H -3.1055 -1.8337 3.5862  0.1618
H -3.7662 -1.5906 1.4182  0.4782
C 3.8140 4.4115 -3.7941  -0.0445
N 4.1605 3.2359 -4.1036  -0.5924
H 4.5039 5.1064 -3.2953  0.1401
H 2.8863 4.8277 -4.1803  0.1638
H 5.1688 3.1153 -3.9895  0.3329

=====

6.
Entry from OMol25: 2 unconnected molecules or ions with the total composition C15H35BINO11P3 (ωB97M-V with the def2-TZVPD basis set).

Its HOMO-LUMO gap is 0.2243 hartree. The HOMO energy is -4.3 eV. For the total energy, the calculation gives -2821.8708 Ha. For the LUMO energy, the calculation gives 0.068 Eh. The molar mass comes out at 636.1 g mol⁻¹. The total charge is -1.

Last column: natural (NBO) charge in e.
Element x y z (Å)
C 5.7060 -2.0684 1.9281  -0.6088
C 4.9103 -1.0740 1.0676  -0.4047
C 3.7550 -0.4242 1.8269  -0.3785
C 2.9243 0.5539 0.9997  -0.4133
C 2.3727 -0.0502 -0.3079  -0.4928
C 0.9380 0.2283 -0.8079  0.1353
O 0.7803 1.4947 -1.4296  -0.6039
C 1.7174 2.5539 -1.2747  -0.2704
P 0.8820 -0.7626 -2.4410  0.1817
P 0.2452 -2.8578 -2.3153  2.0598
O -0.8622 -3.3842 -1.5229  -1.0618
O 1.6499 -3.6121 -1.9805  -1.0078
O 0.1068 -3.0933 -3.9131  -1.0033
C -0.3310 0.0860 0.1655  -0.2820
C -0.4476 1.4803 0.8922  -0.4810
C -1.2629 1.8113 2.1700  -0.2238
C -2.2447 0.8481 2.8232  -0.6509
I 0.0634 2.5436 3.7500  -0.0088
N -1.4769 -0.1368 -0.7288  -0.9461
B -2.8905 -0.2520 -0.3387  1.2512
O -3.5920 0.9417 -0.2020  -0.9085
O -3.5135 -1.4567 -0.2738  -0.6932
C -4.8962 -1.6228 -0.5307  -0.0576
C -5.6542 -1.9758 0.7463  -0.6416
P -0.2439 -1.3128 1.3397  2.3719
O -1.5079 -1.9095 1.7672  -1.0776
O 0.5767 -0.6334 2.5514  -1.0013
O 0.7983 -2.3223 0.6678  -0.9935
H 5.1730 -2.2977 2.8543  0.1994
H 6.6811 -1.6709 2.2133  0.2047
H 5.8749 -3.0139 1.4120  0.2052
H 5.5780 -0.2841 0.7105  0.1966
H 4.5305 -1.5862 0.1809  0.1949
H 4.1801 0.1286 2.6721  0.2010
H 3.1179 -1.2059 2.2556  0.1829
H 3.5844 1.3874 0.7387  0.2021
H 2.1446 0.9760 1.6279  0.2344
H 3.0029 0.2961 -1.1293  0.2291
H 2.5079 -1.1304 -0.3029  0.2317
H 1.9747 2.7397 -0.2300  0.1637
H 2.6323 2.3722 -1.8467  0.1600
H 1.2040 3.4325 -1.6661  0.2808
H -0.2913 -0.2850 -3.0397  0.0327
H 2.3843 -3.2091 -2.4653  0.4980
H 0.5794 -3.8829 -4.2094  0.5010
H -0.8493 2.1319 0.1167  0.2711
H 0.5591 1.8459 1.0565  0.2323
H -1.7833 2.7365 1.9494  0.2264
H -1.7658 0.1815 3.5349  0.2221
H -2.9945 1.4248 3.3664  0.2130
H -2.7459 0.2218 2.0896  0.2276
H -1.4406 0.6794 -1.3453  0.4007
H -4.4034 0.8487 0.3123  0.4844
H -4.9770 -2.4318 -1.2584  0.1835
H -5.3056 -0.7183 -0.9920  0.1658
H -6.1028 -1.0997 1.2202  0.1934
H -6.4508 -2.6951 0.5506  0.2064
H -4.9573 -2.4328 1.4500  0.2353
H 0.7152 -1.2490 3.2855  0.5051
H 1.1039 -3.0228 1.2639  0.5108
C -2.0844 3.3463 -2.9784  -0.7388
C -1.2177 4.6316 -3.0575  0.7644
O -1.2721 5.2874 -4.1154  -0.7720
O -0.5364 4.8638 -2.0262  -0.8220
H -2.6488 3.1868 -3.8974  0.1955
H -1.4315 2.4860 -2.7973  0.1854
H -2.7720 3.4185 -2.1325  0.2026